C28H30AsN2RhS2Sb as an isolated structure, computed with the ωB97M-V functional and the def2-TZVPD basis.

Values from the calculation:
HOMO energy (alpha / beta) ... -11.16 / -11.16 eV
Energy above the lowest of the compared OMol25 structures with the same formula, charge and spin ... 5.8 kcal/mol
DFT total energy ... -4577.16364 Ha
Multiplicity ... 1
LUMO (alpha / beta) ... -4.67 / -4.67 eV
Charge ... +1
Frontier orbital gap (alpha / beta) ... 6.49 / 6.49 eV

Geometry as XYZ:
```
65
Properties=species:S:1:pos:R:3:forces:R:3:lowdin_charge:R:1
Sb -1.706837 -1.730605 -0.081184 0.0 0.0 0.0 1.545
Rh 0.178873 0.797505 0.004703 -0.2 0.0 0.0 0.237
As 2.258628 -0.356738 0.192519 0.0 0.0 0.0 1.206
S 1.007769 2.183630 -1.502937 0.0 0.0 -0.1 0.789
S 0.694980 2.316211 1.529611 0.0 0.0 0.0 0.789
N 3.223938 4.917876 2.250881 0.0 -0.1 0.0 0.203
N 3.683673 4.676319 -1.946568 0.0 0.0 0.0 0.201
C -0.932947 -0.535006 -1.724370 -0.1 0.0 0.0 -0.516
C 2.931405 4.068880 -1.325643 0.0 0.0 0.0 -0.247
C -2.426586 0.930445 1.425716 0.0 0.0 0.0 -0.158
C 2.339562 -2.306329 0.368346 0.0 0.0 0.0 -0.373
C 3.378228 -0.069845 -1.383715 0.0 0.0 0.0 -0.397
C 1.834530 3.348786 0.748016 0.0 0.0 0.0 -0.684
C -3.759474 -1.394612 -0.535963 0.0 0.0 0.0 -0.420
C 1.606603 -3.008038 1.502247 0.0 0.0 0.0 -0.155
C -0.340841 0.464901 -4.273827 0.0 0.0 0.0 -0.052
C 3.429403 0.300724 1.601797 0.0 0.0 0.0 -0.381
C 4.591969 -0.986603 -1.483585 0.0 0.0 0.0 -0.139
C -1.374286 1.025779 -3.536180 0.0 0.0 0.0 -0.085
C 2.978796 0.071106 3.036686 0.0 0.0 0.0 -0.143
C -6.477776 -1.200281 -1.106762 0.0 0.0 0.0 -0.069
C 0.097757 -1.089039 -2.502467 0.1 0.0 0.0 -0.180
C -1.555960 -0.178662 1.433139 0.0 0.0 0.0 -0.506
C -1.866584 1.431052 3.704584 0.0 0.0 0.0 -0.059
C -2.583461 1.721975 2.548057 0.0 0.0 0.0 -0.073
C 1.983353 3.283082 -0.599240 0.0 0.0 0.0 -0.679
C -6.036106 -1.110489 0.205618 0.0 0.0 0.0 -0.070
C -5.566059 -1.401465 -2.133102 0.0 0.0 0.0 -0.070
C -0.846292 -0.448420 2.615918 0.0 0.0 0.0 -0.168
C -0.995616 0.352004 3.739206 0.0 0.0 0.0 -0.088
C 0.397315 -0.596076 -3.759593 0.0 0.0 0.0 -0.079
C -1.669599 0.529544 -2.277001 0.0 0.0 0.0 -0.171
C -4.211330 -1.503962 -1.848736 0.0 0.0 0.0 -0.137
C 2.610409 4.217708 1.577302 0.0 0.1 -0.1 -0.247
C -4.681970 -1.213833 0.491415 0.0 0.0 0.0 -0.139
H 2.041278 -2.716186 -0.598454 0.0 0.0 0.0 0.063
H -6.745888 -0.963589 1.009001 0.0 0.0 0.0 0.111
H 1.190268 -1.040755 -4.346770 0.0 0.0 0.0 0.118
H 1.979434 0.470297 3.211017 0.0 0.0 0.0 0.026
H 3.659732 0.582851 3.716662 0.0 0.0 0.0 0.088
H 4.388311 -0.185525 1.407117 0.0 0.0 0.0 0.077
H 3.415448 -2.474487 0.456085 0.0 0.0 0.0 0.075
H -7.533469 -1.120428 -1.328928 0.0 0.0 0.0 0.111
H -2.497994 0.956508 -1.723591 0.0 0.0 0.0 0.102
H 2.987790 -0.984781 3.301240 0.0 0.0 0.0 0.061
H -0.189557 -1.306697 2.664733 0.0 0.0 0.0 0.075
H 1.870098 -4.066095 1.494987 0.0 0.0 0.0 0.088
H -3.008913 1.149910 0.538018 0.0 0.0 0.0 0.100
H -3.258763 2.566638 2.525943 0.0 0.0 0.0 0.120
H 0.527131 -2.949812 1.385235 0.0 0.0 0.0 -0.007
H -1.991916 2.049225 4.583934 0.0 0.0 0.0 0.120
H 0.649998 -1.941143 -2.121141 0.0 0.0 0.0 0.081
H -4.354371 -1.143819 1.523121 0.0 0.0 0.0 0.100
H -3.513051 -1.665696 -2.662792 0.0 0.0 0.0 0.100
H 3.566122 1.362927 1.395260 0.0 0.0 0.0 0.059
H 1.875572 -2.612401 2.479614 0.0 0.0 0.0 0.056
H 5.209713 -0.957972 -0.585064 0.0 0.0 0.0 0.069
H 2.730049 -0.157985 -2.253717 0.0 0.0 0.0 0.039
H -1.946284 1.849931 -3.940748 0.0 0.0 0.0 0.121
H -5.908986 -1.482299 -3.156208 0.0 0.0 0.0 0.110
H -0.113774 0.850122 -5.259337 0.0 0.0 0.0 0.121
H 4.314512 -2.022768 -1.673612 0.0 0.0 0.0 0.070
H 3.684705 0.975549 -1.326805 0.0 0.0 0.0 0.060
H 5.219882 -0.658980 -2.312018 0.0 0.0 0.0 0.085
H -0.442520 0.129935 4.642347 0.0 0.0 0.0 0.118
```
Positions in Å, forces in eV/Å.

=====

C28H30BBr2ClF4GeNO3PRuS2Se as an isolated structure, computed with the ωB97M-V functional and the def2-TZVPD basis.

Values from the calculation:
Expectation value of S² ... 6.021
HOMO energy (alpha / beta) ... -7.66 / -7.60 eV
Energy above the lowest of the compared OMol25 structures with the same formula, charge and spin ... 13.9 kcal/mol
DFT total energy ... -13109.20395 Ha
Multiplicity ... 5
LUMO (alpha / beta) ... -0.89 / -2.99 eV
Charge ... 0
Frontier orbital gap (alpha / beta) ... 6.77 / 4.61 eV

Geometry as XYZ:
```
76
Properties=species:S:1:pos:R:3:forces:R:3:lowdin_charge:R:1
Ru -0.031859 -0.846835 0.193664 -0.9 -0.5 0.8 1.398
Br -2.392917 5.771100 0.534193 0.0 -0.1 0.0 0.783
Br -4.315213 1.150801 -2.089747 0.0 0.0 0.0 0.817
Se -1.119327 -0.230746 -3.399141 -0.1 0.2 -0.6 1.232
Ge 0.511121 -1.045606 -6.160510 0.1 -0.1 -0.2 0.794
Cl -0.724446 -5.039195 -2.808108 -0.1 0.0 -0.1 0.608
S -0.259196 -2.838587 4.805504 0.1 0.5 -0.1 0.195
S -1.377361 -0.952208 2.325482 0.3 0.1 -1.0 0.343
P -0.395994 -0.994308 4.137007 0.1 -0.9 0.6 0.077
F 4.090290 -0.630153 0.376188 -0.1 0.0 0.0 0.172
F 2.162247 -0.244995 -0.840987 -0.1 0.0 -0.1 0.047
F 2.026714 -1.434275 1.055467 -0.2 0.0 -0.2 -0.001
F 3.092955 -2.362940 -0.776754 0.0 0.0 0.0 0.172
O -1.808224 -0.078293 -0.823761 0.8 -0.6 0.5 -0.335
O 0.448527 -1.984981 -2.199902 -0.1 -0.2 0.2 -0.149
O -0.080494 -2.865265 -0.237110 0.0 0.3 0.1 -0.134
N 0.114152 1.100949 0.568011 0.4 0.9 0.3 -0.082
C 0.669196 -4.360736 -1.924706 0.1 0.2 0.3 -0.455
C 1.123711 1.644292 1.219456 0.0 -0.1 -0.1 -0.070
C 1.119640 2.996818 1.580675 -0.1 0.2 -0.1 -0.013
C 0.325610 -2.962390 -1.432233 0.0 -0.3 -0.6 -0.727
C 2.153361 -0.182071 -5.529802 -0.3 -0.1 0.0 -0.201
C -1.382761 0.084360 5.228636 0.0 0.0 -0.3 -0.406
C 2.357308 -0.884106 3.825768 0.1 0.0 0.0 -0.110
C 1.213857 -0.141666 4.094635 -0.3 0.0 -0.1 -0.374
C -3.012028 1.972034 -0.999317 0.3 -0.4 0.1 -0.593
C 2.548351 1.842718 4.326933 0.0 0.0 0.1 -0.108
C -2.174210 3.939942 0.090096 -0.2 0.2 0.0 -0.619
C 0.513833 -2.956079 -5.721404 0.0 0.3 0.0 -0.209
C -0.954206 1.868365 0.206950 -0.3 0.2 -0.1 -0.149
C 0.046941 3.784712 1.261951 0.2 -0.1 0.0 0.006
C -2.270848 -1.757600 -3.337609 -0.1 -0.1 0.1 -0.310
C -1.050249 -0.077958 -5.310652 0.1 -0.1 0.2 -0.531
C -2.754559 1.737559 6.981683 0.0 0.0 0.0 -0.087
C -1.186272 -0.042301 6.599999 0.0 0.0 0.1 -0.098
C 1.307009 1.223697 4.355533 0.1 0.0 0.0 -0.100
C -1.035259 3.235839 0.537891 0.0 -0.3 -0.1 -0.179
C -2.950398 1.865681 5.614854 0.0 0.0 0.0 -0.083
C -3.130744 3.326903 -0.672994 0.1 0.1 0.1 -0.160
C -2.265446 1.039325 4.735065 0.1 0.0 0.0 -0.122
C 3.591078 -0.254539 3.777322 0.0 -0.1 0.0 -0.066
C 3.685977 1.107825 4.022797 0.0 0.1 0.0 -0.076
C -1.872034 0.785543 7.474790 0.0 0.0 0.0 -0.076
C -1.956770 1.190212 -0.543517 -0.2 0.4 -0.2 -0.455
C 0.183633 -0.784842 -8.087104 0.1 0.0 0.3 -0.216
B 2.927605 -1.191100 -0.078322 0.0 0.0 0.1 -1.231
H 1.517801 -4.318690 -2.599441 0.0 0.0 0.0 0.082
H -3.644060 2.605950 5.236048 0.0 0.0 0.0 0.102
H 3.016819 -0.716259 -5.925938 0.0 0.0 0.0 0.026
H 1.252322 -3.449782 -6.354464 0.0 0.0 0.0 0.029
H -2.424305 -1.997204 -2.290256 0.0 0.0 0.0 0.039
H 2.630064 2.900277 4.549863 0.0 0.0 0.0 0.105
H 0.025601 4.826496 1.550643 0.0 0.0 0.0 0.089
H 0.107210 0.273351 -8.337221 0.0 0.0 0.0 0.020
H -2.414948 1.122366 3.665589 0.0 0.0 0.0 0.059
H -1.986220 -0.432683 -5.741741 0.0 -0.1 0.0 0.032
H 2.199415 -0.217795 -4.440340 0.0 0.0 0.0 0.020
H -1.724210 0.681662 8.541865 0.0 0.0 0.0 0.104
H -3.212972 -1.496487 -3.814866 0.0 0.1 0.0 0.042
H 1.001358 -1.215815 -8.665451 0.0 0.0 0.0 0.021
H -0.505902 -0.796297 6.976295 0.0 0.0 0.0 0.092
H 0.420516 1.797023 4.598153 0.0 0.0 0.0 0.107
H 0.868280 -5.017376 -1.085296 0.0 0.0 0.0 0.086
H 2.268560 -1.948634 3.652909 0.0 0.0 0.0 0.087
H 4.479370 -0.825877 3.543291 0.0 0.0 0.0 0.114
H -3.980817 3.885180 -1.038481 0.0 0.0 0.0 0.100
H -0.452230 -3.430074 -5.890254 0.0 0.0 0.0 0.022
H -0.917841 0.978380 -5.548052 0.0 0.0 0.0 0.026
H 1.968666 3.392372 2.117702 0.0 0.0 0.0 0.110
H -3.297513 2.375122 7.668272 0.0 0.0 0.0 0.101
H 2.208782 0.856634 -5.854380 0.0 0.0 0.0 0.023
H 1.954480 0.994433 1.465028 0.0 0.0 0.0 0.118
H 0.799160 -3.095217 -4.679564 0.0 0.0 0.0 -0.008
H 4.649941 1.599115 3.982499 0.0 0.0 0.0 0.106
H -0.741662 -1.278991 -8.384032 0.0 0.0 0.0 0.021
H -1.777929 -2.576066 -3.855216 0.1 0.0 0.0 0.007
```
Positions in Å, forces in eV/Å.

=====

C28H30BrFN5O8PS2Tl as an isolated structure, computed with the ωB97M-V functional and the def2-TZVPD basis.

Values from the calculation:
HOMO energy ... -5.46 eV
Energy above the lowest of the compared OMol25 structures with the same formula, charge and spin ... 16.7 kcal/mol
DFT total energy ... -5945.03821 Ha
Multiplicity ... 1
LUMO ... 1.80 eV
Charge ... -1
Frontier orbital gap ... 7.26 eV

Geometry as XYZ:
```
77
Properties=species:S:1:pos:R:3:forces:R:3:lowdin_charge:R:1
Tl -1.311180 0.588651 -1.325560 0.6 -0.1 0.1 0.966
Br -0.471572 -3.537518 -8.393429 0.0 0.1 0.0 0.697
S -4.352973 0.105079 -1.136136 -1.4 0.3 0.4 0.050
S -3.601368 -1.696817 -1.957592 0.3 -0.5 0.7 0.470
P -0.241055 -2.494083 1.391884 -0.4 -0.2 -0.2 0.446
F -2.594325 1.748937 5.115464 0.0 0.0 0.0 0.053
O 2.698417 -1.154954 -0.296162 -0.2 -1.1 -0.6 0.080
O -3.643877 0.310374 0.127822 0.3 -0.1 -0.3 -0.475
O -5.767041 -0.138334 -0.964215 0.1 0.0 -0.1 -0.392
O 0.692885 -2.425397 2.553980 0.3 -0.2 0.3 -0.362
O 1.720872 0.646506 -1.178797 -0.3 -0.2 0.1 0.045
O -0.079139 1.865372 0.784151 0.0 0.0 0.0 -0.050
O -4.020897 1.093563 -2.153260 0.2 -0.1 -0.1 -0.476
O -0.533514 -1.221296 0.615992 -0.1 -0.3 0.0 -0.453
N -2.984942 -2.424313 1.459365 -0.2 0.3 -0.4 -0.062
N 0.429971 -3.143669 -1.206582 -0.1 0.2 -0.1 -0.044
N -0.592731 1.119158 -4.514562 0.2 0.3 0.6 0.114
N -0.519193 3.128218 -2.567111 -0.1 -0.1 -0.3 0.082
N 2.420594 0.169605 3.495715 0.1 -0.2 -0.2 0.026
C 3.474796 -0.049551 4.490731 0.2 -0.3 0.1 -0.312
C 1.834212 0.194319 6.333837 0.0 -0.1 -0.1 -0.137
C -0.944614 2.297119 -4.797453 -0.1 -0.2 -0.3 -0.082
C -1.875687 -3.202711 1.979976 0.3 0.3 0.1 -0.318
C -0.532303 -2.061737 -7.192567 0.1 -0.1 -0.1 -0.694
C 0.374741 -3.743460 0.141422 0.2 0.4 0.0 -0.303
C -0.392862 4.117962 -1.698662 0.1 0.0 0.0 -0.109
C 0.257236 1.087664 2.981852 0.0 0.0 0.1 -0.040
C 2.032995 0.004187 -0.202825 0.0 0.8 -0.1 -0.510
C -1.028208 1.460593 3.376248 -0.1 0.0 0.0 0.085
C -0.510584 5.455571 -2.059230 0.0 0.1 -0.1 -0.051
C -0.913277 -2.269816 -5.877181 -0.1 0.0 0.0 -0.116
C -0.935555 4.725230 -4.290225 0.0 -0.2 0.0 -0.027
C -1.352957 1.408499 4.704144 0.1 0.0 0.0 -0.256
C -0.944024 -1.198576 -5.005276 -0.1 0.2 0.0 0.000
C -0.226788 0.267707 -6.774831 -0.1 0.0 0.2 -0.025
C 2.862376 -0.737242 5.707444 -0.1 0.2 0.0 -0.141
C -0.180245 -0.805213 -7.649272 -0.1 0.0 -0.1 -0.138
C 0.599087 1.185583 1.548526 0.5 0.0 0.1 -0.324
C -0.778787 5.759147 -3.381990 0.0 0.0 0.1 -0.074
C -0.615361 0.086330 -5.443848 0.0 -0.3 -0.5 -0.260
C 4.651137 -0.844517 3.945546 -0.1 0.1 -0.1 -0.051
C 1.788693 0.420358 1.200548 -0.3 0.0 -0.2 -0.050
C -0.799868 3.411278 -3.843358 0.1 0.5 0.4 -0.248
C 2.599083 -0.059567 2.176124 0.0 0.1 0.1 0.013
C -0.431962 1.018736 5.665574 0.1 0.0 -0.1 0.041
C 1.186256 0.636515 3.928130 -0.4 0.2 -0.1 -0.080
C 0.841150 0.639857 5.291069 0.0 -0.1 0.1 -0.135
H 0.114022 -3.795842 -1.912995 0.1 -0.1 0.0 0.054
H 2.417996 -1.607861 -1.136622 0.2 0.5 0.8 0.132
H 4.315436 -1.817457 3.584621 0.0 0.0 0.0 0.097
H -0.393437 6.239176 -1.323468 0.0 0.0 0.0 0.102
H -0.719899 0.995047 6.708805 0.0 0.0 0.0 0.125
H -0.230185 -2.364895 -1.215979 0.1 0.0 0.0 0.013
H -1.261092 -1.339363 -3.981822 0.0 0.0 0.1 0.073
H -3.429189 -2.274456 -0.700566 -0.1 0.3 -0.6 -0.152
H 2.375756 -1.658371 5.377266 0.0 0.0 0.0 0.137
H 2.338117 1.073690 6.749425 0.0 0.0 0.0 0.121
H 3.644703 -0.990222 6.424708 0.0 0.0 0.0 0.116
H -1.738971 1.760277 2.617756 0.0 0.0 0.0 0.140
H -1.989043 -4.243096 1.661253 0.2 0.0 0.1 0.066
H -0.242223 -4.644974 0.173986 -0.1 0.0 0.1 0.065
H 5.157073 -0.313106 3.140350 0.1 -0.1 0.0 0.081
H 5.371418 -1.007648 4.746192 0.0 0.0 0.0 0.081
H 0.115036 -0.660872 -8.679266 0.0 0.0 0.0 0.096
H 1.384499 -4.018262 0.456207 0.0 0.0 0.1 0.065
H -3.834241 -2.523784 2.001395 0.1 0.0 0.0 0.072
H 3.450111 -0.653493 1.888254 0.1 0.0 0.1 0.127
H -1.193301 -3.256637 -5.535801 0.0 0.0 0.0 0.104
H 1.315976 -0.301402 7.156050 0.0 0.0 0.0 0.116
H -2.742113 -1.437392 1.421277 -0.1 -0.1 -0.1 0.028
H 3.835993 0.941875 4.799174 0.0 0.0 0.0 0.155
H -0.182442 3.811236 -0.679374 0.0 0.0 0.0 0.101
H -1.384389 2.559639 -5.769535 0.1 0.0 0.0 0.129
H 0.063238 1.252413 -7.118567 0.0 0.0 0.0 0.107
H -1.828108 -3.187289 3.075321 0.1 -0.1 0.0 0.069
H -0.866848 6.789449 -3.702402 0.0 0.0 0.0 0.103
H -1.151480 4.930238 -5.331053 0.0 0.0 0.0 0.106
```
Positions in Å, forces in eV/Å.